# 1
{
  "formula": "C34H41ClGe2N3O2Re",
  "method": "ωB97M-V/def2-TZVPD",
  "homo_energy_ev": [-15.61, -15.61],
  "lumo_energy_ha": [-0.3603, -0.3617],
  "total_charge": 3,
  "s2": 0.772,
  "spin_multiplicity": 2,
  "species": ["Re", "Cl", "C", "C", "C", "C", "O", "C", "C", "N", "C", "C", "C", "C", "C", "C", "C", "C", "N", "C", "C", "H", "H", "H", "H", "H", "H", "H", "H", "H", "H", "C", "C", "Ge", "C", "C", "C", "C", "Ge", "C", "C", "C", "C", "C", "C", "C", "C", "C", "C", "H", "H", "H", "H", "H", "H", "H", "H", "H", "H", "H", "H", "H", "H", "H", "H", "H", "H", "H", "H", "H", "H", "H", "H", "H", "H", "C", "C", "N", "O", "H", "H", "H", "H", "H"],
  "positions_angstrom": [[-1.2609, -0.3120, 0.3857], [-0.8932, -6.9139, 3.4336], [-0.8853, -5.2686, 2.9554], [-0.1918, -4.3247, 3.7254], [-0.1726, -2.9980, 3.3565], [-0.8261, -2.5738, 2.2009], [-0.7382, -1.2481, 1.9133], [-1.5683, -3.5023, 1.4489], [-2.5080, -3.1034, 0.4445], [-2.5797, -1.9014, -0.0243], [-3.7575, -1.4413, -0.6952], [-4.6400, -2.1874, -1.4247], [-5.8023, -1.5904, -1.9625], [-6.0745, -0.2708, -1.7405], [-5.1740, 0.5219, -0.9833], [-5.4060, 1.8767, -0.6743], [-4.5000, 2.5785, 0.0855], [-3.3347, 1.9482, 0.5001], [-3.0631, 0.6676, 0.2257], [-4.0013, -0.0687, -0.4870], [-1.5869, -4.8571, 1.8506], [0.3152, -4.6474, 4.6252], [0.3386, -2.2643, 3.9635], [-3.2774, -3.8212, 0.1673], [-4.4681, -3.2427, -1.5980], [-6.4850, -2.1970, -2.5408], [-6.9757, 0.1816, -2.1323], [-6.3080, 2.3577, -1.0332], [-4.6689, 3.6110, 0.3552], [-2.5919, 2.4761, 1.0820], [-2.1817, -5.5709, 1.2945], [4.3806, -1.7351, 1.6538], [2.8953, -1.8887, 1.2761], [2.6360, -1.1107, -0.4460], [3.2806, -1.9302, -2.0535], [4.8153, -1.7869, -2.1093], [2.8789, 0.7585, -0.4896], [2.2082, 1.8357, -0.0585], [0.3211, 1.7098, 0.3791], [-0.6154, 1.9081, -1.3731], [-1.2275, 3.2830, -1.6682], [-0.0844, 2.4769, 2.1507], [-0.5198, 3.9436, 2.2118], [2.8190, 3.1845, -0.0510], [4.2064, 3.3566, -0.0578], [4.7599, 4.6236, -0.0700], [3.9397, 5.7465, -0.0731], [2.5618, 5.5963, -0.0488], [2.0154, 4.3221, -0.0283], [4.5475, -2.1211, 2.6581], [4.6920, -0.6893, 1.6525], [5.0375, -2.2876, 0.9832], [2.2538, -1.3310, 1.9597], [2.5884, -2.9358, 1.3005], [2.8098, -1.4042, -2.8885], [2.9984, -2.9783, -2.1106], [5.1390, -0.7493, -2.0269], [5.1774, -2.1606, -3.0655], [5.3075, -2.3614, -1.3261], [3.8761, 0.9316, -0.9054], [-1.4103, 1.1418, -1.4962], [0.1836, 1.6346, -2.0624], [-1.9435, 3.6023, -0.9111], [-1.7545, 3.2505, -2.6223], [-0.4566, 4.0435, -1.7495], [0.8671, 2.3077, 2.6590], [-0.8231, 1.8283, 2.6276], [0.2487, 4.6175, 1.8396], [-0.7072, 4.2048, 3.2540], [-1.4418, 4.1408, 1.6623], [4.8676, 2.5001, -0.0263], [5.8349, 4.7400, -0.0694], [4.3770, 6.7354, -0.0811], [1.9196, 6.4661, -0.0420], [0.9349, 4.2276, -0.0035], [-0.7135, -2.0452, -2.6390], [0.0861, -2.3719, -1.4239], [0.4919, -3.5990, -1.2391], [0.4182, -1.4519, -0.5803], [-0.0964, -2.2189, -3.5244], [-1.0176, -1.0022, -2.6266], [-1.5897, -2.6889, -2.7145], [0.2919, -4.3208, -1.9189], [1.0017, -3.8629, -0.4051]],
  "atomic_forces_ev_per_a": [[1.3, 0.4, 0.0], [0.0, 0.0, 0.0], [0.1, 0.0, 0.2], [0.0, -0.1, 0.0], [0.1, 0.0, -0.1], [0.3, -0.1, 0.0], [-0.8, -0.1, 0.6], [0.0, -0.3, 0.0], [-0.1, 0.1, 0.1], [-0.3, 0.0, -0.5], [0.1, 0.0, 0.1], [-0.1, 0.0, -0.1], [0.0, 0.0, 0.0], [0.1, 0.0, 0.0], [-0.1, -0.1, 0.0], [0.0, 0.1, 0.0], [0.0, 0.0, 0.0], [0.0, -0.1, 0.1], [-0.4, -0.3, -0.1], [0.0, 0.1, 0.1], [0.0, 0.2, -0.2], [0.0, 0.0, 0.0], [0.0, 0.0, 0.0], [0.0, 0.0, 0.1], [0.0, 0.0, 0.0], [0.0, 0.0, 0.0], [0.0, 0.0, 0.0], [0.0, 0.0, 0.0], [0.0, 0.0, 0.0], [0.0, 0.0, 0.0], [0.0, 0.0, 0.0], [0.0, 0.0, 0.1], [-0.1, -0.2, 0.2], [-0.2, 0.3, 0.2], [-0.1, -0.1, -0.3], [0.0, 0.0, 0.0], [0.2, 0.2, -0.2], [0.3, 0.1, -0.1], [0.2, 0.0, 0.1], [0.1, 0.0, 0.4], [-0.2, -0.2, -0.2], [-0.2, 0.1, -0.2], [0.0, 0.0, 0.2], [0.0, -0.1, 0.0], [0.1, 0.0, 0.0], [0.0, 0.0, 0.0], [0.0, 0.0, 0.0], [0.0, -0.1, 0.0], [-0.1, 0.1, -0.1], [0.0, 0.0, 0.0], [0.0, 0.0, 0.0], [0.0, 0.0, 0.0], [0.0, 0.0, 0.1], [0.0, 0.0, 0.1], [0.1, 0.0, -0.1], [0.0, -0.1, 0.0], [0.0, 0.0, 0.0], [0.0, 0.0, 0.0], [0.0, 0.0, 0.0], [0.0, 0.0, 0.0], [0.0, -0.1, -0.2], [-0.1, 0.0, -0.2], [0.1, 0.0, 0.0], [0.0, 0.1, 0.0], [0.1, 0.0, 0.0], [0.0, 0.1, 0.1], [0.0, 0.0, 0.1], [-0.1, 0.0, 0.1], [0.0, 0.0, 0.0], [0.0, 0.0, 0.0], [0.0, 0.0, 0.0], [0.0, 0.0, 0.0], [0.0, 0.0, 0.0], [0.0, 0.0, 0.0], [0.0, 0.0, -0.1], [0.1, 0.0, 0.0], [-0.3, -0.1, -0.4], [0.0, 0.0, 0.1], [-0.1, 0.2, -0.1], [0.0, 0.0, 0.0], [0.0, 0.0, 0.0], [0.0, 0.0, 0.0], [0.0, 0.0, 0.0], [0.0, 0.0, 0.0]]
}

# 2
{
  "formula": "C34H41ClN4P2Pd",
  "method": "ωB97M-V/def2-TZVPD",
  "homo_energy_ev": [-11.41, -12.88],
  "lumo_energy_ha": [-0.1862, -0.3513],
  "total_charge": 2,
  "s2": 6.048,
  "spin_multiplicity": 5,
  "species": ["Pd", "C", "C", "C", "C", "C", "C", "C", "C", "C", "H", "H", "H", "H", "H", "H", "H", "H", "H", "H", "H", "H", "H", "H", "H", "P", "P", "N", "N", "N", "N", "C", "C", "C", "C", "C", "C", "C", "C", "C", "C", "C", "C", "C", "C", "C", "C", "C", "C", "H", "H", "H", "H", "H", "H", "H", "H", "H", "H", "H", "H", "H", "H", "H", "H", "H", "H", "H", "H", "Cl", "C", "C", "C", "C", "C", "C", "C", "H", "H", "H", "H", "H", "H"],
  "positions_angstrom": [[-0.0333, -2.0944, 0.5862], [-0.7916, 4.4456, 2.0201], [-0.7597, 3.5955, 0.9836], [0.4903, 3.1038, 0.2982], [1.5493, 2.5798, 1.2810], [2.7802, 3.4035, 1.3667], [2.7527, 4.7158, 1.6275], [1.5037, 5.5199, 1.6621], [0.4387, 5.0131, 2.6819], [1.5855, -3.0703, 1.4935], [-1.7494, 4.7766, 2.4440], [-1.6878, 3.1846, 0.5737], [0.9281, 3.8932, -0.3289], [0.2216, 2.2926, -0.4041], [1.0990, 2.4591, 2.2737], [1.8481, 1.5720, 0.9635], [3.7207, 2.8712, 1.2714], [3.6828, 5.2489, 1.7779], [1.0303, 5.5424, 0.6765], [1.7752, 6.5525, 1.9147], [0.8851, 4.2582, 3.3524], [0.1434, 5.8545, 3.3308], [2.3041, -2.2895, 1.7638], [2.0958, -3.7891, 0.8388], [1.2634, -3.5730, 2.4152], [1.2232, -1.5756, -1.1265], [-2.4243, -0.7971, -0.8226], [2.5588, -0.4208, -1.1737], [1.8704, -2.7971, -2.2191], [-2.5699, 0.9047, -1.5613], [-3.9767, -1.3017, -1.6506], [0.0314, -0.6449, -2.1130], [-1.2715, -1.4542, -2.1142], [3.5620, -0.4250, -0.1916], [4.6146, 0.3736, -0.6376], [4.2705, 0.8666, -1.9431], [3.0089, 0.3606, -2.2555], [2.5424, -3.9526, -1.7778], [3.0710, -4.6011, -2.8878], [2.7698, -3.8014, -4.0406], [2.0233, -2.7074, -3.6119], [-3.2209, 1.9966, -0.9544], [-3.1047, 3.1067, -1.7816], [-2.3687, 2.7033, -2.9386], [-2.0993, 1.3476, -2.8040], [-4.7371, -0.6153, -2.6161], [-5.3936, -1.5346, -3.4238], [-5.1021, -2.8424, -2.8972], [-4.2590, -2.6706, -1.8096], [0.3736, -0.3551, -3.1174], [-0.0464, 0.3012, -1.5620], [-1.7636, -1.4775, -3.0876], [-1.0841, -2.5029, -1.7980], [3.4420, -1.0310, 0.6954], [5.5305, 0.5668, -0.0939], [4.8814, 1.4979, -2.5803], [2.4033, 0.4861, -3.1472], [2.5364, -4.2170, -0.7373], [3.5827, -5.5511, -2.8833], [3.0592, -4.0153, -5.0591], [1.5220, -1.9284, -4.1688], [-3.7220, 1.8921, 0.0079], [-3.4819, 4.0914, -1.5446], [-2.0491, 3.3371, -3.7505], [-1.6066, 0.6685, -3.4930], [-4.7390, 0.4618, -2.6692], [-5.9717, -1.2974, -4.3063], [-5.4400, -3.7870, -3.3050], [-3.8221, -3.3942, -1.1376], [0.5712, -0.0095, 2.9721], [-0.2239, -1.1338, 4.0093], [0.2405, -1.2410, 5.3186], [-0.1411, -2.3314, 6.1008], [-1.0371, -3.2628, 5.5694], [-1.5850, -3.0889, 4.2999], [-1.1701, -2.0179, 3.4553], [-1.5970, -1.8646, 2.0445], [0.9213, -0.4906, 5.6995], [0.2817, -2.4360, 7.0974], [-1.3329, -4.1199, 6.1825], [-2.3128, -3.8257, 3.9435], [-2.3077, -2.6310, 1.7217], [-2.0060, -0.8769, 1.8115]],
  "atomic_forces_ev_per_a": [[0.5, -0.2, 1.3], [-0.2, -0.3, -0.2], [-0.3, 0.3, 0.1], [-0.2, -0.2, -0.3], [0.0, -0.8, -0.4], [0.4, 0.8, 0.6], [0.6, -0.8, -0.6], [-0.4, 0.6, 0.7], [0.1, 0.4, 0.1], [1.1, -0.8, 0.6], [0.3, -0.4, -0.3], [0.1, 0.4, 0.3], [-0.1, -0.3, 0.1], [0.0, 0.2, 0.2], [0.1, 0.0, -0.2], [-0.1, 0.1, 0.1], [0.1, 0.2, 0.2], [0.1, 0.0, -0.1], [0.2, 0.2, 0.1], [-0.2, -0.2, -0.1], [-0.2, 0.3, -0.2], [0.1, -0.4, -0.3], [-0.2, -0.1, 0.0], [-0.2, 0.1, 0.6], [-0.1, 0.1, -0.3], [0.9, 1.1, -0.8], [-1.7, 1.3, -1.9], [0.3, -0.2, 0.3], [0.1, -0.3, -0.3], [-0.2, 0.3, 0.7], [-0.3, -0.9, 0.1], [0.5, 0.0, -0.7], [-0.3, -0.1, -0.1], [-0.3, 0.3, -1.3], [-0.5, 0.1, -0.9], [-0.1, -0.7, 1.1], [0.1, -0.7, 0.7], [-0.8, 1.2, -0.9], [-0.2, 0.9, -1.4], [0.4, -1.0, 1.2], [0.1, -0.1, 1.4], [0.8, -2.0, -0.3], [0.9, 0.0, -1.6], [-1.0, 0.8, 1.2], [-0.4, -0.5, 0.9], [1.0, -0.4, 0.0], [0.5, -1.0, 0.8], [0.0, 1.0, -0.4], [0.1, 1.3, -0.3], [-0.2, -0.2, 0.1], [0.0, -0.1, 0.0], [0.0, 0.0, 0.0], [-0.2, 0.4, -0.3], [0.0, 0.2, 0.0], [-0.2, 0.0, -0.1], [-0.2, -0.1, 0.2], [0.2, 0.1, 0.3], [0.1, -0.1, -0.1], [0.1, 0.1, 0.0], [-0.1, 0.0, 0.1], [0.2, -0.1, 0.0], [0.3, 0.0, -0.3], [0.1, -0.1, -0.1], [-0.1, -0.1, -0.1], [-0.2, 0.3, 0.2], [0.0, -0.1, 0.0], [-0.1, 0.0, 0.3], [0.0, 0.2, 0.2], [0.0, 0.0, -0.1], [-0.1, 0.5, -0.1], [0.2, -0.5, 0.5], [-0.2, -0.1, -0.2], [-0.1, 0.4, -0.5], [-0.4, -0.1, 0.0], [0.4, -0.2, 0.0], [0.3, -0.5, -0.7], [-1.5, 0.2, 1.7], [0.1, -0.1, 0.0], [-0.2, -0.1, -0.2], [0.0, 0.3, -0.3], [0.3, 0.4, 0.0], [0.1, -0.1, 0.0], [0.5, -0.1, 0.1]]
}

Computed energy relative to the best compared isomer or geometry (same formula, charge and spin) (kcal per mole) in order:
39.2; 0.0
Computed M (g mol⁻¹) in order:
890.60; 709.55